(1)
Computed, not measured: 3 unconnected molecules or ions with the total composition C40H81BN4O5S, with ωB97M-V/def2-TZVPD.

Output
Net charge: 0
E_HOMO: -0.2928 hartree
SMILES: C=CCN(C[C@](CB(O)O)(OCCC)O[C@@H](CCCS)CCCCCCCCCOC)c1cccnc1.CCN(CC)CC.CCN(CC)CC
DFT total energy: -70494.887 eV
Orbital gap: 8.0 eV

Cartesian coordinates (Å):
S -0.98 -5.41 -2.05
O -7.32 -8.68 0.59
O 1.15 -3.26 1.90
O 2.47 -1.56 0.66
O -0.29 0.79 0.65
O -0.97 -1.44 0.91
N 9.73 4.97 -1.18
N -2.77 -1.00 2.88
N 3.29 2.60 -3.02
N -6.76 -0.87 2.99
C -5.82 1.02 4.45
C 10.93 7.18 -0.74
C -5.40 -1.18 2.76
C -7.21 -3.61 -1.87
C -5.53 -1.90 -0.75
C -6.64 -2.10 -1.93
C -1.36 3.08 0.80
C -8.18 -3.77 -0.57
C 3.33 0.68 -1.32
C 10.95 5.66 -0.76
C -1.08 -1.28 -1.59
C 8.61 5.18 -0.27
C -6.99 0.26 3.82
C -0.23 -2.63 -1.76
C -7.73 -7.34 0.96
C 8.84 6.36 -3.13
C -0.15 2.10 1.25
C -4.10 -0.53 3.28
C 2.56 1.52 -2.35
C -1.85 0.13 2.59
C -5.98 -8.99 1.06
C 0.74 -0.61 2.45
C -2.20 -2.01 3.80
C -1.65 -1.46 5.20
C 5.60 1.62 -3.50
C 4.27 2.16 -4.01
C -4.04 -2.12 -1.35
C 4.23 4.91 -2.82
C 7.42 4.27 -0.53
C -4.30 0.71 4.24
C -7.54 -4.81 0.47
C -2.05 3.86 2.02
C 9.43 5.05 -2.60
C 3.72 3.66 -2.12
C -2.94 -2.43 -0.21
C -7.37 -6.29 -0.21
C -0.61 -0.23 1.62
C -0.92 -3.69 -2.80
C -1.88 -1.18 -0.20
C -0.52 -2.15 5.74
B 1.44 -1.87 1.65
H -2.97 -2.84 4.01
H -3.82 -1.18 -1.97
H -8.24 -4.86 1.38
H -0.32 -0.41 -1.65
H -1.44 0.68 3.51
H -7.49 -1.37 -1.71
H -0.98 3.86 0.05
H 8.27 6.22 -0.28
H 11.79 5.32 -1.39
H -7.17 -6.96 1.90
H 11.80 7.56 -0.18
H 0.53 -0.83 3.55
H 6.65 4.45 0.23
H 10.33 4.82 -3.18
H -2.52 -0.25 -0.09
H 10.04 7.59 -0.26
H 2.13 0.85 -3.10
H 3.36 -1.66 1.06
H -0.26 -3.73 -3.73
H -5.95 -10.13 1.19
H -5.70 -2.76 -0.02
H -6.29 -6.37 -0.58
H 1.51 0.24 2.41
H -5.58 -0.86 -0.28
H 0.03 2.10 2.38
H 8.95 4.98 0.75
H 8.74 4.25 -2.86
H -5.22 -2.08 2.05
H -1.70 3.55 3.06
H 5.15 4.71 -3.39
H -2.17 2.48 0.23
H 1.70 1.97 -1.84
H -1.18 -5.27 -0.67
H 5.51 0.58 -3.16
H -6.10 -1.88 -2.92
H -2.48 0.91 2.01
H -5.24 -8.65 0.27
H 6.01 2.22 -2.68
H 2.86 3.97 -1.51
H -0.13 -2.00 6.80
H -8.29 -2.71 -0.14
H 0.04 -2.94 5.11
H 8.38 6.19 -4.10
H -1.32 -2.54 3.27
H 0.86 -2.42 -2.09
H -7.86 -3.76 -2.81
H -8.84 -7.23 1.17
H -0.15 -3.21 -0.77
H 4.47 5.68 -2.08
H -6.08 1.93 5.11
H -5.75 -8.55 2.09
H -2.08 -0.55 5.74
H 8.07 6.77 -2.47
H 11.21 5.31 0.25
H -8.08 0.57 4.00
H 0.73 -3.37 2.78
H 4.00 -0.03 -1.81
H -3.20 3.76 1.90
H 11.01 7.60 -1.75
H 2.63 0.10 -0.73
H 4.48 3.00 -4.68
H -1.74 -1.18 -2.52
H -3.45 -2.46 0.82
H -2.41 -3.44 -0.34
H -1.85 4.99 1.87
H 9.61 7.12 -3.27
H 6.34 1.63 -4.30
H 3.81 1.41 -4.67
H 3.91 1.30 -0.63
H -1.99 -3.35 -2.99
H -8.09 -6.33 -1.10
H -9.23 -4.13 -0.86
H 7.70 3.22 -0.49
H -6.51 -4.53 0.86
H 3.49 5.32 -3.50
H -3.45 1.31 4.69
H 6.96 4.47 -1.50
H 4.49 3.31 -1.42
H 0.80 2.56 0.78
H -6.32 -4.34 -1.87
H -4.06 -3.05 -2.05

---

(2)
Computed, not measured: 9 unconnected molecules or ions with the total composition C40H82F6O25, with ωB97M-V/def2-TZVPD.

Output
Net charge: -2
E_HOMO: -0.0512 hartree
DFT total energy: -110294.297 eV
Orbital gap: 4.9 eV

Cartesian coordinates (Å):
F -5.71 2.17 -12.25
F -6.05 -9.25 -19.27
F -4.18 3.12 -13.49
F -7.72 -10.20 -18.20
F -5.76 -9.92 -17.27
F -6.26 3.04 -14.15
O -6.61 -3.16 -11.77
O -15.86 -0.87 -23.75
O -6.92 -7.03 -18.30
O -5.73 0.10 -19.74
O -8.73 -4.65 -13.15
O -9.74 3.25 -18.67
O -4.17 0.32 -13.60
O -11.74 5.12 -17.96
O -12.30 -0.34 -19.09
O -8.34 -0.94 -14.30
O -7.01 -1.33 -9.71
O -14.53 -1.15 -17.69
O -7.78 -7.98 -16.49
O -9.11 -2.66 -17.23
O -12.37 -1.24 -23.02
O -10.01 -1.37 -21.29
O -7.14 -1.89 -18.11
O -5.77 0.65 -15.14
O -12.86 -3.24 -17.30
O -10.26 0.18 -13.95
O -7.06 2.00 -21.83
O -8.84 -0.49 -17.70
O -6.65 4.53 -22.54
O -7.32 3.85 -17.11
O -9.49 -1.17 -12.37
C -5.78 2.50 -21.51
C -14.22 -3.54 -17.41
C -5.79 -2.03 -11.67
C -9.58 4.60 -19.01
C -11.44 0.70 -19.53
C -13.48 -0.91 -23.84
C -9.18 -4.42 -14.48
C -15.03 -2.31 -17.08
C -6.89 -0.73 -8.42
C -9.66 -2.41 -20.42
C -8.45 -1.69 -17.63
C -14.59 -1.14 -19.13
C -6.98 5.41 -21.48
C -5.02 1.00 -14.11
C -14.73 -1.42 -23.14
C -17.08 -1.41 -23.28
C -12.03 -4.23 -17.78
C -6.73 -0.17 -20.71
C -7.20 -8.07 -17.53
C -10.48 5.63 -18.35
C -12.55 4.65 -19.00
C -9.47 2.76 -17.35
C -7.33 -5.74 -17.91
C -5.95 3.89 -17.37
C -5.28 2.38 -13.51
C -6.49 -3.69 -13.09
C -6.39 -5.13 -16.86
C -7.38 -4.97 -13.17
C -5.72 -1.51 -10.26
C -10.11 -1.75 -22.63
C -8.00 2.59 -17.16
C -11.07 -0.85 -23.40
C -6.67 -9.38 -18.10
C -9.40 -0.60 -13.49
C -7.64 1.06 -20.93
C -5.58 -0.58 -15.80
C -4.65 -0.82 -19.71
C -13.60 -0.07 -19.56
C -5.50 3.77 -22.32
C -4.30 -0.70 -16.61
H -5.13 1.74 -21.96
H -7.95 5.86 -21.70
H -5.66 2.60 -20.43
H -8.65 0.80 -21.23
H -7.23 -5.52 -12.23
H -11.74 1.62 -19.03
H -15.66 -1.04 -19.29
H -5.37 -5.42 -17.09
H -6.56 -4.06 -16.77
H -14.46 -3.95 -18.41
H -10.60 6.58 -18.89
H -14.63 -1.22 -22.07
H -6.94 4.90 -20.52
H -7.92 -0.58 -8.09
H -4.34 0.05 -17.40
H -7.75 2.10 -16.21
H -5.59 3.43 -18.30
H -6.64 -5.60 -15.91
H -5.71 4.95 -17.36
H -9.66 4.63 -20.10
H -16.93 -1.50 -22.19
H -10.53 -2.76 -22.68
H -6.83 -2.97 -13.84
H -12.57 5.34 -19.87
H -8.39 -0.40 -15.10
H -13.60 4.46 -18.80
H -7.00 -5.58 -14.00
H -17.27 -2.44 -23.60
H -4.72 4.38 -21.83
H -12.07 3.76 -19.42
H -13.93 0.91 -19.19
H -6.19 -0.37 -21.65
H -10.45 0.35 -19.23
H -4.78 -2.25 -12.06
H -5.12 -0.59 -10.26
H -7.60 1.88 -17.90
H -15.14 -2.16 -16.01
H -10.27 -4.47 -14.51
H -7.71 1.70 -20.04
H -7.37 -5.10 -18.79
H -4.20 -1.72 -16.98
H -6.47 -1.46 -7.72
H -5.05 3.55 -23.29
H -17.90 -0.72 -23.46
H -9.41 -1.91 -19.48
H -16.07 -2.56 -17.36
H -8.37 -5.69 -17.56
H -6.18 -1.19 -12.25
H -5.32 3.41 -16.60
H -12.30 -4.47 -18.82
H -6.28 6.26 -21.47
H -3.91 -0.53 -20.46
H -4.32 -0.73 -18.67
H -5.00 -1.85 -19.84
H -14.17 -2.07 -19.52
H -10.02 5.94 -17.40
H -8.80 -5.21 -15.13
H -14.47 -4.47 -16.87
H -10.98 -3.98 -17.68
H -8.54 4.90 -18.83
H -5.15 -2.18 -9.60
H -5.66 -1.42 -15.11
H -14.73 -2.51 -23.25
H -3.37 -0.53 -16.07
H -9.90 3.52 -16.69
H -8.86 -3.42 -14.79
H -9.96 1.80 -17.20
H -7.26 -1.09 -20.46
H -6.38 -0.69 -16.53
H -10.81 0.17 -23.09
H -11.00 -1.09 -24.47
H -6.42 0.25 -8.56
H -10.47 -3.05 -20.06
H -5.46 -4.04 -13.20
H -13.56 -0.06 -20.66
H -7.05 -0.95 -18.37
H -8.77 -2.99 -20.70
H -9.10 -1.84 -23.06
H -12.13 -5.16 -17.19
H -13.51 0.19 -23.87
H -13.22 -1.38 -24.79
H -11.38 1.01 -20.59

---

(3)
Computed, not measured: 12 unconnected molecules or ions with the total composition C40H82N2O10S4, with ωB97M-V/def2-TZVPD.

Output
Net charge: 0
E_HOMO: -0.2897 hartree
DFT total energy: -109599.355 eV
Orbital gap: 8.1 eV

Cartesian coordinates (Å):
S 12.67 15.96 7.90
S 7.97 12.23 11.84
S 9.00 17.09 13.51
S 17.92 10.29 13.02
O 9.08 12.20 12.85
O 16.22 12.57 7.76
O 9.51 16.57 12.20
O 13.01 19.37 15.08
O 12.12 14.93 6.97
O 10.34 8.47 12.56
O 14.93 12.12 16.60
O 9.85 14.31 17.19
O 19.10 16.56 11.69
O 17.88 11.78 12.94
N 12.48 11.31 9.15
N 11.88 12.61 12.42
C 17.30 12.63 8.68
C 10.01 12.09 16.17
C 11.82 15.83 9.38
C 9.04 13.12 16.87
C 15.02 13.07 15.48
C 18.54 15.24 11.55
C 15.91 14.15 16.00
C 16.62 10.39 8.67
C 11.11 7.27 12.70
C 12.02 8.90 14.14
C 18.00 17.43 11.46
C 15.09 12.90 17.79
C 12.57 17.02 14.88
C 8.78 15.68 14.62
C 17.84 11.23 8.91
C 16.34 9.66 13.49
C 12.14 11.54 7.84
C 10.58 9.09 13.79
C 11.93 9.37 8.24
C 8.38 10.97 10.65
C 11.84 10.33 7.27
C 15.93 11.13 7.56
C 16.28 13.80 17.46
C 12.91 18.36 14.14
C 11.37 12.83 16.26
C 18.79 9.84 14.51
C 7.26 17.37 13.25
C 16.82 16.66 11.94
C 14.22 15.49 8.44
C 14.08 12.93 12.18
C 12.35 9.98 9.38
C 13.49 14.19 12.32
C 8.30 13.60 10.86
C 17.08 15.34 11.38
C 12.42 7.74 13.29
C 11.16 13.78 17.36
C 12.04 17.55 16.21
C 11.95 19.03 15.98
C 12.10 13.96 12.47
C 13.10 11.98 12.23
H 19.04 14.74 10.71
H 16.92 9.38 8.39
H 12.07 19.67 16.84
H 11.90 14.59 17.35
H 15.14 12.72 12.06
H 16.71 16.62 13.02
H 16.02 10.23 14.39
H 9.92 8.70 14.59
H 16.91 12.86 9.68
H 8.23 13.45 16.21
H 17.92 17.63 10.39
H 17.21 13.23 17.53
H 16.76 15.29 10.32
H 11.06 6.83 11.71
H 12.81 11.95 9.86
H 11.27 14.66 12.52
H 16.41 14.72 18.01
H 15.42 12.55 14.60
H 6.83 17.85 14.13
H 12.19 18.66 13.37
H 8.36 9.97 11.05
H 16.39 8.62 13.78
H 11.26 13.28 18.34
H 9.43 11.03 10.37
H 13.92 15.18 12.24
H 8.29 15.97 15.54
H 10.42 10.17 13.73
H 11.83 8.30 8.20
H 8.13 14.95 14.14
H 16.56 14.52 11.91
H 12.17 12.51 7.36
H 12.09 8.64 15.19
H 14.20 13.52 17.92
H 7.61 11.05 9.89
H 16.82 14.21 15.39
H 11.12 17.07 16.51
H 11.51 10.32 6.25
H 13.18 8.09 12.58
H 12.56 9.56 10.35
H 11.04 19.37 15.49
H 8.16 14.50 11.48
H 9.75 15.29 14.89
H 9.30 13.60 10.43
H 19.75 10.33 14.51
H 18.66 10.95 8.24
H 13.41 16.35 15.02
H 12.21 12.20 16.50
H 12.76 17.42 17.01
H 13.90 18.33 13.64
H 9.77 11.87 15.13
H 15.89 17.05 11.49
H 12.13 16.45 10.21
H 11.77 16.48 14.36
H 6.74 16.43 13.10
H 12.56 9.83 13.94
H 8.61 12.74 17.81
H 12.88 6.97 13.90
H 14.96 15.58 7.66
H 18.25 18.36 11.96
H 11.85 14.77 9.68
H 14.53 16.16 9.25
H 18.23 11.05 9.90
H 15.46 15.15 15.94
H 11.57 13.40 15.35
H 10.79 16.06 9.13
H 10.57 6.62 13.40
H 18.30 10.12 15.43
H 18.81 14.74 12.48
H 7.57 13.75 10.05
H 13.13 10.91 12.19
H 15.13 12.20 18.63
H 10.95 12.18 12.49
H 16.35 10.82 6.60
H 7.08 18.04 12.42
H 14.19 14.50 8.91
H 18.92 8.76 14.43
H 18.05 13.38 8.40
H 14.00 13.43 15.27
H 14.86 10.96 7.61
H 15.99 10.26 9.56
H 15.58 9.89 12.76
H 10.07 11.17 16.73

---

Q: Look up the E_HOMO of the first one.
A: -0.2928 hartree

---

Q: Which of these has the highest DFT total energy?
A: C40H81BN4O5S

---

Q: The lowest E_HOMO belongs to which entry?
A: C40H81BN4O5S